Molecular formula: C28H27AsBrN3O4Rh
Method: DFT, the ωB97M-V functional and the def2-TZVPD basis

Last column: Löwdin charge in e.
CARTESIAN COORDINATES (ANGSTROEM)
Rh  0.85353  0.75718  -0.24082  0.84
Br  3.49413  0.43058  -1.41522  0.82
As  -0.60027  -0.62942  -1.79982  1.13
O  -0.15137  -0.69502  1.16898  -0.19
O  6.53813  1.20068  2.76068  0.12
O  0.12533  -2.95872  2.31048  0.08
O  0.72273  2.64158  -1.15992  -0.16
N  -0.64037  1.16378  2.38648  0.08
N  2.76543  0.84308  1.16928  -0.05
N  -0.43277  1.89078  1.31338  -0.05
C  -0.18077  -2.33642  3.45138  -0.25
C  -2.90827  -4.30792  -3.80072  -0.07
C  -0.89447  -3.14542  -3.15852  -0.34
C  -2.10397  -3.75092  -2.82132  -0.06
C  0.00313  4.62488  -2.12502  0.01
C  -1.30937  -3.68172  -5.47502  -0.07
C  5.30363  1.10508  2.28208  -0.29
C  -0.85147  -0.38552  4.73348  -0.03
C  -0.02487  -2.52252  -2.12642  -0.29
C  -0.41527  -0.14412  2.29688  -0.41
C  -1.05017  3.02288  1.14378  -0.05
C  -2.43087  -0.87782  -1.14162  -0.27
C  5.14593  0.86238  0.90828  -0.01
C  2.91763  1.08998  2.46648  -0.10
C  -0.49387  -0.95652  3.50558  -0.09
C  -0.01277  3.66938  -1.06572  -0.33
C  -1.03037  0.07268  -3.57902  -0.27
C  3.86463  0.74738  0.42518  -0.70
C  4.15003  1.23188  3.06518  0.03
C  -1.64607  5.10688  0.05698  -0.03
C  -0.88867  3.92248  0.05818  -0.11
C  -0.50427  -2.48602  5.83478  -0.06
C  -0.76357  5.75318  -2.08112  -0.04
C  -0.17947  -3.07872  4.63658  0.00
C  -2.51317  -4.27492  -5.12922  -0.08
C  -0.51147  -3.11582  -4.49852  -0.07
C  -0.85667  -1.13712  5.88438  -0.08
C  -1.58257  6.01098  -0.97122  -0.05
H  -0.12807  0.25748  -4.16062  0.03
H  -3.14007  -4.71532  -5.89002  0.11
H  0.42813  -2.65202  -4.76802  0.11
H  -3.84747  -4.76732  -3.52702  0.11
H  -1.55507  1.02088  -3.44332  0.03
H  0.08133  -2.29462  1.58028  0.07
H  0.64423  4.39938  -2.96382  0.12
H  -0.08937  -3.03962  -1.16452  0.08
H  -2.29927  5.30238  0.89418  0.12
H  -2.84757  0.09518  -0.87072  0.03
H  -0.99407  -3.65822  -6.50812  0.11
H  -0.50547  -3.07252  6.74078  0.11
H  0.06513  -4.12622  4.57528  0.12
H  -2.40487  -3.79942  -1.78262  0.11
H  6.55533  1.33968  3.71798  0.14
H  -2.43037  -1.51542  -0.25662  0.03
H  -3.05417  -1.33052  -1.91702  0.03
H  -1.79547  3.30618  1.88798  0.14
H  -0.73627  6.45198  -2.90162  0.12
H  -1.67517  -0.62162  -4.12072  0.03
H  1.01883  -2.49852  -2.45212  0.07
H  -2.17067  6.91328  -0.94002  0.11
H  2.00873  1.17058  3.04368  0.11
H  4.21293  1.43798  4.12238  0.12
H  -1.12137  0.65958  4.74308  0.11
H  6.00823  0.76108  0.26778  0.13
H  -1.13497  -0.68752  6.82408  0.10

Force components x, y, z for each atom (eV/Å):
Rh -0.014 -0.229 1.279
Br 0.309 -0.020 0.011
As -0.616 -0.086 -0.507
O 0.197 0.094 -0.011
O 0.357 0.021 0.067
O 0.085 -0.140 -0.325
O -0.230 0.300 -0.552
N -0.925 1.238 1.192
N -0.199 0.079 -0.733
N 1.083 -1.639 -1.437
C -0.092 0.415 0.257
C -0.070 0.013 -0.042
C -0.111 -0.293 -0.257
C 0.171 0.048 0.041
C -0.011 0.386 -0.184
C -0.061 0.011 -0.099
C -0.799 -0.052 -0.197
C 0.052 -0.020 0.097
C -0.032 0.591 0.155
C 0.290 -0.337 -0.697
C -0.580 0.883 0.332
C 0.123 0.005 0.010
C 0.129 -0.042 -0.030
C 0.130 0.002 0.231
C 0.046 -0.210 -0.174
C 0.150 -0.135 -0.016
C 0.087 -0.106 0.122
C -0.080 0.029 0.434
C 0.228 -0.030 -0.107
C -0.279 0.585 -0.156
C 0.140 -0.763 0.221
C -0.059 0.100 -0.199
C 0.642 -0.555 -0.323
C 0.000 -0.047 -0.226
C -0.059 -0.020 0.002
C 0.012 -0.003 0.182
C -0.030 0.188 0.062
C -0.354 -0.227 0.702
H 0.011 -0.027 0.047
H -0.035 -0.030 -0.056
H 0.084 0.018 -0.050
H -0.024 -0.056 0.017
H 0.057 -0.066 0.060
H 0.021 -0.180 0.369
H 0.047 0.028 -0.067
H 0.044 0.134 -0.068
H -0.050 -0.002 0.116
H 0.110 -0.063 -0.039
H 0.021 -0.008 -0.059
H 0.011 -0.081 0.064
H 0.064 -0.146 -0.006
H -0.023 -0.017 0.047
H -0.102 -0.004 -0.142
H 0.055 0.070 -0.052
H 0.157 0.060 0.062
H 0.140 -0.050 0.142
H 0.007 0.084 -0.112
H 0.065 0.023 0.091
H -0.106 0.040 0.133
H -0.094 0.085 0.048
H -0.107 0.040 0.090
H 0.020 -0.008 0.115
H -0.013 0.052 0.060
H 0.040 0.013 -0.017
H -0.027 0.059 0.082

The net charge is +1. The expectation value of S² is 6.075. The calculation puts the molar mass at 727.273 g/mol. Its LUMO energy (alpha / beta) is -2.861 / -5.354 eV. Its spin multiplicity is 5. The HOMO-LUMO gap (alpha / beta) is 7.6 / 5.3 eV. The electronic energy comes out at -176016.35634 eV.

=====

Molecular formula: C28H27BrF6MnN4O4S
Method: DFT, the ωB97M-V functional and the def2-TZVPD basis

Last column: Löwdin charge in e.
CARTESIAN COORDINATES (ANGSTROEM)
Br  -1.93333  -0.00303  -1.58759  0.96
Mn  0.54977  -0.48402  0.23946  0.98
S  3.34005  0.96210  -0.79051  0.97
F  -1.22735  -2.97270  -2.38368  0.13
F  2.69622  -1.50034  -2.69750  0.13
F  0.63528  -1.05312  -3.16221  0.12
F  1.58490  -2.79641  -4.02366  0.18
F  0.01525  -4.65468  -2.94433  0.17
F  -0.57873  -4.38611  -0.88267  0.16
O  1.87713  0.53640  -0.76477  -0.60
O  1.12456  0.07546  1.86144  -0.21
O  -5.98453  1.70087  4.64498  -0.08
O  0.71998  -2.04672  -0.65083  -0.23
N  -0.22395  4.55810  4.86765  0.08
N  -1.38368  4.79421  5.22280  0.08
N  -0.39130  1.94440  0.72675  0.09
N  -1.33191  -1.04324  0.87565  -0.04
C  -4.88744  2.48063  4.78131  -0.28
C  -3.04978  -2.63902  3.81450  -0.03
C  -2.35654  -0.77133  0.07561  -0.67
C  -4.89190  3.86971  4.70726  0.00
C  -1.48058  4.08153  0.80826  -0.02
C  3.24859  2.57763  -1.53622  -0.22
C  -2.82994  -1.95682  2.49730  -0.22
C  -0.35250  3.28132  2.76282  -0.09
C  -2.50460  2.49532  5.15476  -0.01
C  -1.56079  -1.62329  2.06207  -0.03
C  -1.08962  2.89613  0.15534  -0.14
C  -0.00652  2.14011  2.01857  -0.15
C  -1.12516  4.26916  2.11160  0.02
C  -2.49450  3.89354  5.05981  -0.26
C  0.10681  3.39184  4.10779  -0.24
C  -3.68849  1.80540  5.02327  0.01
C  -3.69978  4.55778  4.87565  -0.02
C  0.95053  2.45108  4.62256  -0.02
C  0.80686  1.13295  2.60877  -0.33
C  -0.19519  -3.73833  -1.99564  -0.56
C  -7.24819  2.34581  4.55980  -0.07
C  2.19929  -3.81724  -1.27238  0.04
C  1.48859  -2.05763  -2.91665  -0.56
C  -3.66560  -1.04748  0.42363  -0.06
C  3.73945  1.45263  0.87938  -0.22
C  1.29416  1.30398  3.87747  0.01
C  1.06138  -2.88800  -1.68297  -0.41
C  -3.89199  -1.64410  1.64918  0.02
H  -7.40782  3.00797  5.41241  0.10
H  1.33211  2.57651  5.62760  0.12
H  -2.11940  -2.74162  4.36964  0.08
H  2.44527  3.12788  -1.04872  0.07
H  4.20883  3.07273  -1.40275  0.07
H  3.60253  0.57838  1.51213  0.06
H  -2.05685  4.82105  0.27124  0.11
H  1.87713  -4.41921  -0.42610  0.10
H  1.93774  0.54787  4.30649  0.12
H  -4.46994  -0.80596  -0.25453  0.12
H  -4.90601  -1.87178  1.95310  0.13
H  -1.60478  1.93930  5.36436  0.11
H  -0.68571  -1.81854  2.66903  0.14
H  -7.99062  1.55344  4.57444  0.09
H  -3.75825  -2.08179  4.42732  0.09
H  -7.33774  2.91290  3.63078  0.10
H  3.05954  -3.22091  -0.97924  0.10
H  -3.71455  0.72863  5.12502  0.11
H  3.04223  2.44495  -2.59523  0.07
H  3.08027  2.25641  1.20416  0.07
H  -1.37094  2.73929  -0.87759  0.08
H  4.78353  1.76193  0.89045  0.07
H  -1.41244  5.16549  2.64404  0.12
H  -3.68766  5.63940  4.85633  0.12
H  -5.80551  4.41902  4.54072  0.11
H  2.48343  -4.47531  -2.09276  0.11
H  -3.46248  -3.63579  3.66006  0.09

Force components x, y, z for each atom (eV/Å):
Br -0.095 0.015 0.020
Mn 0.002 0.512 -0.349
S 0.109 -0.082 0.114
F 0.025 -0.071 -0.014
F -0.041 0.004 -0.022
F 0.049 -0.030 -0.050
F 0.021 0.029 0.036
F 0.013 0.030 0.068
F -0.001 0.057 -0.062
O -0.248 -0.047 -0.114
O 0.168 -0.492 0.456
O 0.012 -0.009 0.055
O 0.093 -0.181 0.132
N 0.014 0.045 -0.097
N -0.047 -0.130 0.324
N -0.007 -0.037 0.048
N 0.064 0.242 -0.003
C -0.011 0.000 -0.054
C 0.012 0.021 0.008
C 0.002 -0.054 -0.003
C 0.008 -0.065 0.006
C 0.019 -0.022 0.004
C -0.029 -0.018 0.003
C 0.007 -0.006 -0.037
C -0.044 0.096 0.151
C 0.156 0.123 -0.010
C -0.010 -0.018 0.037
C -0.017 -0.028 -0.043
C 0.026 -0.004 0.048
C -0.007 -0.014 0.013
C -0.039 0.134 -0.215
C -0.155 -0.133 -0.079
C -0.036 0.019 0.007
C -0.002 -0.034 -0.048
C 0.008 -0.030 -0.043
C -0.008 0.073 -0.156
C -0.022 -0.003 -0.022
C 0.015 -0.015 -0.025
C 0.005 -0.042 -0.091
C -0.027 -0.023 0.025
C 0.059 -0.019 -0.008
C -0.048 0.006 0.001
C -0.041 0.027 0.068
C -0.044 0.028 -0.053
C 0.020 0.019 0.017
H -0.009 0.001 0.010
H 0.001 -0.001 0.006
H 0.003 0.009 0.006
H 0.012 0.027 0.007
H 0.033 0.012 -0.010
H 0.022 -0.004 -0.005
H -0.001 0.003 -0.016
H -0.009 0.004 0.002
H 0.016 -0.021 -0.010
H -0.007 0.000 0.003
H -0.015 -0.014 -0.001
H 0.102 0.021 -0.007
H 0.014 0.029 -0.002
H 0.005 0.014 -0.014
H -0.005 0.011 0.007
H -0.008 0.014 0.002
H -0.005 0.011 0.006
H -0.005 -0.012 0.002
H -0.016 -0.016 -0.011
H -0.011 0.002 0.010
H -0.029 -0.035 -0.050
H 0.020 0.034 -0.007
H -0.003 0.024 -0.013
H -0.010 0.024 0.019
H -0.023 0.019 0.008
H 0.006 -0.005 0.009
H -0.006 -0.024 0.006

The net charge is +1. The expectation value of S² is 6.042. The calculation puts the molar mass at 764.445 g/mol. Its LUMO energy (alpha / beta) is -4.098 / -3.091 eV. Its spin multiplicity is 5. The HOMO-LUMO gap (alpha / beta) is 6.1 / 7.2 eV. The electronic energy comes out at -172122.64485 eV. For the energy above the lowest of the compared OMol25 structures with the same formula, charge and spin, the calculation gives 1.175 eV.